[1]
A structure of composition C45H65BHfN8OS4SiTe. Source: OMol25; level of theory: ωB97M-V with the def2-TZVPD basis set.

The calculation puts the orbital gap at 0.224 hartree. As for the HOMO energy: -6.90 eV. For the total energy, the calculation gives -122186.147 eV. The value obtained for the LUMO energy is -0.80 eV. The calculation puts the relative energy (zero: lowest compared OMol25 entry of this formula, charge and spin) at 1.8906 eV.

ORCA input file:
```
! RIJCOSX wB97M-V def2-TZVPD def2/J DEFGRID3
* xyz 0 1
Hf 0.33721 0.06108 -0.33188
C -2.59294 -3.00827 3.27687
C -2.15549 -2.72217 1.87740
C -2.35642 -3.52596 0.78523
C -1.74988 -2.89435 -0.30390
N -1.22498 -1.72689 0.10971
N -1.47252 -1.64495 1.46562
B -1.06993 -0.51476 2.43488
N 0.42318 -0.39896 2.75274
N 1.43508 -0.13341 1.85442
C 2.58647 -0.29020 2.53825
C 2.29378 -0.58535 3.86827
C 0.93012 -0.66768 3.96442
C 0.15239 -1.04266 5.18415
C 4.01762 -0.19334 2.05370
C 4.79988 -1.41000 2.57960
C 4.12741 -0.19983 0.54373
C 4.62895 1.09218 2.62661
N -1.68131 0.81210 2.00862
N -1.56622 1.39724 0.76570
C -2.43703 2.44002 0.78104
C -3.06746 2.49589 2.02544
C -2.56636 1.46376 2.77084
C -2.93967 1.11269 4.17645
C -2.79467 3.45204 -0.28982
C -2.34139 4.83465 0.19626
C -2.17567 3.14194 -1.62204
C -4.32192 3.47238 -0.45936
C -1.75343 -3.55432 -1.68310
C -3.15435 -3.38382 -2.28972
C -1.46848 -5.05373 -1.46998
C -0.71177 -3.02821 -2.66926
H -3.21733 -3.90142 3.26518
H -3.17009 -2.19080 3.71178
H -1.73053 -3.20490 3.91541
H -2.86863 -4.47472 0.79158
H -1.57968 -0.79237 3.46817
H 2.99275 -0.76149 4.67002
H 0.84138 -1.09453 6.02637
H -0.30784 -2.02452 5.06240
H -0.63019 -0.32363 5.42290
H 4.40273 -2.33455 2.14586
H 4.76290 -1.49516 3.66807
H 5.84893 -1.31220 2.28266
H 3.57228 -1.03453 0.12724
H 5.17526 -0.29803 0.23982
H 3.75141 0.72327 0.12411
H 4.60037 1.09077 3.72100
H 4.08891 1.96860 2.26590
H 5.67132 1.18407 2.30492
H -3.80588 3.21172 2.34837
H -3.64501 1.85823 4.53890
H -2.07274 1.11354 4.83747
H -3.41158 0.13187 4.24109
H -1.26077 4.87074 0.31142
H -2.80250 5.08144 1.15708
H -2.63119 5.59722 -0.53299
H -1.10316 3.02988 -1.53670
H -2.36890 3.95543 -2.32917
H -2.60113 2.23362 -2.03079
H -4.83448 3.76850 0.45828
H -4.69678 2.49166 -0.76652
H -4.58075 4.19724 -1.23654
H -3.92914 -3.71059 -1.58989
H -3.23964 -3.98048 -3.20363
H -3.33793 -2.33722 -2.54496
H -2.27806 -5.55899 -0.93909
H -0.54400 -5.18778 -0.90128
H -1.35598 -5.54120 -2.44151
H -1.05113 -2.12658 -3.16380
H -0.53530 -3.78233 -3.44587
H 0.23965 -2.82734 -2.18059
C 0.39812 6.56679 -2.24826
C 0.38956 5.57576 -3.22388
C 0.76628 4.27681 -2.90485
C 1.14915 3.92872 -1.60542
C 1.12814 4.93679 -0.63691
C 0.76678 6.24316 -0.95067
Si 1.89580 2.20867 -1.26794
C 3.68901 2.73048 -0.85143
C 4.70972 2.29345 -1.70213
C 6.03348 2.66205 -1.49508
C 6.37042 3.48470 -0.42521
C 5.37201 3.93885 0.42577
C 4.05019 3.56357 0.21084
H 0.13321 7.58787 -2.50163
H 0.10173 5.81936 -4.24058
H 0.75601 3.51622 -3.67921
H 1.39946 4.70593 0.38941
H 0.76200 7.00336 -0.17764
H 2.17944 1.80513 -2.67507
H 4.46252 1.64216 -2.53664
H 6.80484 2.31132 -2.17237
H 7.40210 3.77891 -0.26347
H 5.62100 4.58367 1.26212
H 3.29144 3.93343 0.89346
C 2.75868 -1.89329 -5.14714
N 3.36899 -2.63576 -4.04474
C 3.21837 -2.32271 -2.74981
S 2.32133 -0.92012 -2.35190
N 3.83121 -3.07652 -1.84765
C 4.52611 -4.30691 -2.16800
H 3.05789 -2.36787 -6.07955
H 3.08612 -0.85498 -5.14099
H 1.67297 -1.89177 -5.06492
H 3.86506 -3.48022 -4.26706
H 3.41651 -2.99807 -0.91335
H 3.85465 -5.07122 -2.57245
H 4.96875 -4.69024 -1.25443
H 5.33396 -4.12577 -2.88117
C 3.25348 -5.50619 2.41004
O 2.94261 -4.51820 1.42072
C 1.83110 -3.75968 1.56849
S 0.84968 -3.87806 2.89667
S 1.62916 -2.77184 0.17447
H 4.31133 -5.72639 2.28784
H 2.66425 -6.40673 2.23737
H 3.05136 -5.13753 3.41044
Te -0.53634 0.50541 -3.08331
C -2.55529 0.57714 -3.67497
C -3.73071 0.22341 -3.07605
C -4.86921 0.46420 -3.90150
C -4.53330 0.99859 -5.10855
S -2.83849 1.21635 -5.24582
H -3.79046 -0.19277 -2.07448
H -5.88828 0.24613 -3.60232
H -5.18383 1.27646 -5.92687
*
```

=====

[2]
A structure of composition C45H65BrCl6F3KN5O7. Source: OMol25; level of theory: ωB97M-V with the def2-TZVPD basis set.

The calculation puts the orbital gap at 0.070 hartree. As for the HOMO energy: -2.58 eV. For the total energy, the calculation gives -239149.112 eV. The value obtained for the LUMO energy is -0.68 eV. The calculation puts the relative energy (zero: lowest compared OMol25 entry of this formula, charge and spin) at 0.0000 eV.

ORCA input file:
```
! RIJCOSX wB97M-V def2-TZVPD def2/J DEFGRID3
* xyz -1 1
C -1.58537 7.18605 -1.77829
C -0.62445 6.08846 -2.22036
C -1.00019 4.71605 -1.70221
C -2.22848 4.12511 -2.37377
C -2.82764 2.93859 -1.61433
C -2.39046 1.59810 -2.18274
C -2.72623 0.46483 -1.21829
C -2.83731 -0.87645 -1.95071
C -1.42033 -1.41563 -2.21601
C -1.24760 -2.87322 -1.84397
C 0.10068 -3.45534 -2.29030
C 1.23622 -3.46410 -1.22308
C 0.99413 -2.63232 0.01682
C 0.49536 -3.19335 1.19319
C 0.15978 -4.66108 1.26392
C -1.30659 -4.94137 1.35207
O -2.20920 -4.29544 0.93834
F -1.56129 -6.08113 2.01279
C 0.32031 -2.42043 2.34610
C -0.17021 -3.08111 3.60180
C 1.02844 -3.34529 4.55618
C 0.90667 -2.65109 5.92070
N 1.97142 -1.69820 6.22343
C 0.64231 -1.04313 2.34587
N 0.44898 -0.33510 3.54407
C 0.86962 0.90816 3.41798
C 0.77792 1.80207 4.64979
C 1.46204 1.54584 2.12663
C 1.91631 3.02976 2.07220
O 2.90941 3.23495 1.46524
N 1.17877 4.16421 2.68698
C -0.18543 4.44536 2.36255
O -0.57033 5.51087 2.13416
F -1.17950 3.42065 2.33265
N 1.57359 0.84509 1.00205
C 1.15850 -0.48592 1.10495
C 1.32601 -1.27836 -0.03324
C 1.87709 -0.63689 -1.28470
C 3.37553 -0.79523 -1.58495
C 4.35730 -0.44078 -0.49663
F 5.58338 -0.55260 -1.09749
H -2.04750 6.97751 -0.81776
H -2.34462 7.39425 -2.53354
H -1.01505 8.10399 -1.66170
H -0.54958 6.10028 -3.31181
H 0.38094 6.29945 -1.79853
H -1.11040 4.80931 -0.62194
H -0.15120 4.05773 -1.91745
H -2.99728 4.89341 -2.46332
H -1.95670 3.81947 -3.38147
H -2.56729 3.04083 -0.55924
H -3.90944 2.99752 -1.71503
H -2.86762 1.41181 -3.14295
H -1.31367 1.63998 -2.35962
H -3.64294 0.70920 -0.68352
H -1.92654 0.43309 -0.47280
H -3.35422 -0.69707 -2.88758
H -3.41732 -1.55573 -1.32855
H -1.17529 -1.29145 -3.27230
H -0.72804 -0.80428 -1.64354
H -1.47254 -3.05667 -0.80118
H -2.01815 -3.39658 -2.41312
H -0.08283 -4.49363 -2.55887
H 0.38974 -2.93550 -3.20348
H 2.12554 -3.04614 -1.67524
H 1.50435 -4.48791 -1.00772
H 0.54550 -5.24421 0.43640
H 0.61839 -5.09325 2.14938
H -0.89830 -2.44352 4.09602
H -0.65123 -4.02370 3.39156
H 1.96662 -3.06671 4.08848
H 1.03983 -4.41392 4.75907
H -0.04241 -2.14217 6.01736
H 0.93914 -3.40886 6.70888
H 2.84189 -1.95129 5.69755
H 1.64975 -0.77672 5.95901
H 0.06549 2.61071 4.49237
H 0.36310 1.20814 5.45654
H 1.74292 2.23226 4.89630
H 1.32362 4.19488 3.68897
H 1.34945 -1.13326 -2.10180
H 1.59099 0.40544 -1.34919
H 3.58572 -0.09102 -2.39414
H 3.60790 -1.78779 -1.96473
H 4.28682 -1.05782 0.39899
H 4.17128 0.58525 -0.17667
O 8.41305 -0.64481 -1.27044
H 7.61269 -0.12663 -1.38315
C -7.24648 2.79125 -2.02672
Cl -6.48041 4.26010 -1.41308
Cl -6.09331 1.47004 -2.26862
H -7.99322 2.46456 -1.31398
H -7.70785 3.02219 -2.97860
O -6.07935 6.28935 1.36296
H -5.35205 5.89642 1.85478
H -6.48154 5.55618 0.88722
N 2.71068 -2.37882 -4.23285
H 3.10189 -2.83005 -3.40175
H 2.28054 -1.49051 -3.95879
H 3.45940 -2.20240 -4.90764
H 2.00594 -2.98600 -4.65681
K -0.68305 1.32686 1.91861
C 0.06209 -1.04300 9.13226
C -0.07100 -1.01242 10.45652
C -1.26284 -0.40554 11.09796
O -1.38999 -0.37273 12.30325
C -2.30782 0.16855 10.20605
C -2.17808 0.13962 8.88332
C -0.98268 -0.46976 8.24820
O -0.84274 -0.50986 7.04452
H 0.92367 -1.47614 8.62858
H 0.67576 -1.42309 11.12376
H -3.16824 0.60553 10.69701
H -2.92438 0.55090 8.21481
Br 1.25462 6.89793 0.14286
Cl 4.37303 -2.77456 4.71284
C 0.08285 3.14988 -6.21873
Cl -0.05918 2.43832 -7.83458
Cl -0.80953 4.65178 -6.11353
Cl -0.46825 2.00025 -4.98981
H 1.12782 3.35978 -6.03553
C 1.17435 -3.05768 -8.38615
C 1.29715 -4.21905 -7.63257
C 2.45930 -4.97828 -7.70481
C 3.50104 -4.57208 -8.52824
C 3.37850 -3.41127 -9.27997
C 2.21524 -2.65611 -9.21203
H 0.26872 -2.46724 -8.33019
H 0.48463 -4.53272 -6.98709
H 2.55257 -5.88541 -7.12101
H 4.40744 -5.16017 -8.58404
H 4.19101 -3.09483 -9.92026
H 2.12000 -1.75423 -9.80200
*
```

=====

What is the formula in the first record? C45H65BHfN8OS4SiTe

=====

The lowest total energy belongs to which entry? C45H65BrCl6F3KN5O7

=====

What is the orbital gap in the second record? 0.070 hartree